Computed, not measured: a 6-piece molecular cluster, C24H42N6 overall, with wB97M-V/def2-TZVPD.

HOMO energy: -11.16 eV
total charge: 0
structure (SMILES): CCCC#N.CCCC#N.CCCC#N.CCCC#N.CCCC#N.CCCC#N
LUMO energy: 0.4 eV
gap between HOMO and LUMO: 11.6 eV
E: -34508.2156 eV
relative energy (zero: lowest compared OMol25 entry of this formula, charge and spin): 14.4 kcal/mol

XYZ file:
```
72
Properties=species:S:1:pos:R:3:forces:R:3:lowdin_charge:R:1
N -4.6482 2.5266 -2.4652 -0.091 -0.008 -0.101 0.1660
N -0.9772 -2.3107 -1.2403 0.003 -0.009 0.001 0.1642
N 0.2267 -3.1077 3.6682 0.096 -0.043 -0.059 0.1428
N 4.9026 2.0541 -1.5081 -0.006 -0.099 0.025 0.1459
N -3.5771 0.5230 0.7615 0.212 0.094 0.293 0.1482
N -1.7338 1.8354 6.4548 -0.019 0.102 0.213 0.1332
C 0.2458 -0.0533 -0.8267 0.494 0.099 1.302 -0.1806
C 5.2146 -0.2978 1.7316 0.026 -0.058 -1.078 -0.0951
C -2.7198 4.9167 -4.4635 -0.143 0.262 0.101 -0.1052
C -0.9073 2.7667 1.6913 0.375 -0.082 0.671 -0.1161
C 0.3013 -3.9522 2.8933 -0.326 0.064 -0.411 -0.2357
C -5.4844 -2.9150 -2.2770 0.481 0.327 1.014 -0.1013
C 5.5926 1.8236 -0.6193 -0.371 0.162 0.097 -0.2301
C -4.7333 -2.3086 -1.0764 0.528 -0.029 -0.492 -0.2629
C 0.3968 -5.0365 1.8988 -0.229 -0.358 0.616 -0.1874
C 6.4759 0.0884 0.9447 -0.129 -0.502 0.948 -0.2582
C -0.4467 -1.3084 -1.0588 -0.191 -0.215 -0.297 -0.2296
C -1.7280 2.3095 5.4106 0.221 -0.597 -0.257 -0.2375
C 6.4728 1.5409 0.5055 1.066 0.456 -0.075 -0.2034
C 1.7647 -0.1337 -1.0968 -0.420 -0.124 -1.719 -0.2408
C -3.5437 2.6892 -2.7302 -0.184 -0.142 0.420 -0.2377
C -4.1830 -0.0867 0.0037 -0.081 -0.293 -0.384 -0.2259
C 1.4037 -4.7515 0.7998 0.818 -0.584 -0.525 -0.2618
C -1.7034 2.8360 4.0449 -0.033 0.396 0.597 -0.2063
C 2.8020 -4.4756 1.3387 0.200 0.825 -0.021 -0.1170
C -2.1343 2.8768 -3.0158 0.793 -0.020 -0.583 -0.1964
C -1.7949 4.3251 -3.4034 -0.080 0.462 1.030 -0.2530
C -4.9440 -0.7921 -1.0460 0.307 -0.020 1.159 -0.1945
C -0.6184 2.2777 3.1287 -0.560 0.220 -0.858 -0.2434
C 2.3907 -1.4565 -0.6816 -0.195 0.309 0.364 -0.1187
H -1.9446 2.5447 1.4494 0.012 0.139 -0.265 0.0414
H -5.1510 -3.9492 -2.3434 -0.169 0.008 -0.533 0.0717
H -1.8595 2.1812 -3.8163 -0.119 0.113 -0.090 0.1241
H 1.4830 -5.5944 0.1062 -0.327 -0.228 0.264 0.1117
H 5.2776 -1.3575 1.9748 -0.083 0.088 0.411 0.0738
H 7.4721 1.8777 0.2001 -0.020 -0.341 -0.190 0.1215
H 0.1146 0.1610 0.2419 -0.220 0.021 -0.112 0.1090
H 2.2648 0.7403 -0.6853 -0.021 -0.046 0.182 0.0933
H 2.7485 -3.5799 1.9654 0.224 -0.071 0.081 0.0619
H 5.0773 0.3378 2.6030 0.029 -0.178 0.170 0.0788
H 3.2750 -5.2646 1.9236 -0.403 -0.224 0.050 0.0764
H -3.5788 5.4432 -4.0408 -0.002 -0.323 0.299 0.0767
H -0.7304 4.4182 -3.6215 -0.070 -0.340 -0.510 0.1069
H 6.6261 -0.6099 0.1215 -0.081 0.222 -0.231 0.1111
H 2.1088 -1.6021 0.3652 0.291 -0.485 0.006 0.0774
H -5.9856 -0.5435 -0.8358 -0.077 0.110 -0.542 0.1244
H -0.2517 2.2589 0.9826 -0.052 0.043 -0.030 0.0442
H 1.0914 -3.9370 0.1466 -0.200 0.221 0.334 0.0751
H 0.3678 2.6439 3.4060 0.091 -0.434 0.328 0.1088
H -4.9279 -2.8275 -0.1371 -0.396 0.294 0.062 0.1118
H -6.5664 -2.8815 -2.1621 -0.041 -0.002 0.032 0.0709
H -1.5900 3.9147 4.2051 -0.159 0.007 -0.536 0.1224
H 3.5012 -4.2529 0.5290 -0.127 0.031 -0.062 0.0690
H -0.6860 3.8346 1.6433 -0.273 0.044 -0.219 0.0740
H 0.6581 -5.9127 2.5035 0.358 -0.055 -0.260 0.1205
H 2.0336 -2.2819 -1.2970 -0.278 0.012 0.146 0.0723
H -1.5251 2.5707 -2.1636 -0.239 0.040 0.184 0.0983
H -0.2461 0.7485 -1.3730 0.073 -0.003 -0.096 0.0975
H -2.2340 5.6952 -5.0509 0.205 -0.336 -0.257 0.0705
H 1.8316 -0.0432 -2.1879 0.416 0.114 0.083 0.1116
H -0.5854 -5.3021 1.5064 -0.105 0.446 -0.051 0.1177
H -1.8629 4.9047 -2.4751 -0.236 0.074 -0.101 0.1091
H 6.2906 2.2150 1.3464 -0.559 -0.126 -0.037 0.1235
H 3.4740 -1.4746 -0.7894 0.045 0.286 0.152 0.0692
H -5.1992 -2.2997 -3.1291 -0.086 -0.452 -0.387 0.0716
H 7.3173 -0.0866 1.6207 0.141 0.252 -0.141 0.1077
H -4.5614 -0.3593 -1.9696 -0.536 0.068 -0.220 0.1016
H -3.1302 4.1196 -5.0834 0.157 0.175 -0.360 0.0750
H -0.7097 1.1916 3.1216 0.433 -0.035 0.275 0.1111
H -2.6750 2.6194 3.5971 -0.054 0.205 0.045 0.1193
H -3.6644 -2.4706 -1.2486 -0.036 -0.030 0.001 0.0765
H 4.3395 -0.1938 1.0837 -0.069 0.102 0.135 0.0488
```
Forces are in eV/Å.